Here is a molecular structure, C47H41N5O5PRuSi in a non-equilibrium geometry from the Open Molecules 2025 dataset. Energies are from the ωB97M-V functional and the def2-TZVPD basis.

Properties
strongest force on any atom	0.115	hartree/bohr
highest occupied orbital energy (alpha / beta)	-0.96 / -1.55	eV
frontier orbital gap (alpha / beta)	4.7412 / 5.3348	eV
E_tot	-3190.9313	a.u.
energy relative to the best compared isomer or geometry (same formula, charge and spin)	877.3	kJ/mol
charge	-2
multiplicity	6

Structure (XYZ):
```
101
Properties=species:S:1:pos:R:3:lowdin_charge:R:1
Ru 0.326 1.080 -1.179 1.34
O -0.493 2.637 2.462 -0.01
C -0.420 2.591 1.224 -0.55
O 0.390 1.736 0.628 -0.23
C -1.408 3.577 0.594 -0.13
C -1.536 4.757 1.385 -0.04
C -2.251 5.765 0.799 -0.12
C -2.913 5.601 -0.435 -0.11
C -3.011 4.369 -1.052 -0.08
C -2.041 3.364 -0.686 -0.22
P -1.810 1.684 -1.469 0.77
C -3.484 1.235 -1.796 -0.32
C -3.736 0.037 -1.120 -0.09
C -5.118 -0.078 -0.810 -0.08
C -6.033 0.932 -1.246 -0.10
C -5.740 1.920 -2.266 -0.10
C -4.393 2.097 -2.611 -0.07
C 0.258 3.599 -2.383 -0.10
C 0.631 4.889 -2.197 -0.13
C 0.805 5.843 -3.295 -0.12
C 0.968 5.221 -4.459 -0.15
C 0.487 3.864 -4.664 -0.06
C 0.165 3.010 -3.662 -0.21
H -0.987 4.845 2.346 0.12
H -2.436 6.689 1.327 0.08
H -3.553 6.432 -0.709 0.08
H -3.806 4.230 -1.811 0.08
H -2.993 -0.733 -1.144 0.10
H -5.554 -0.962 -0.291 0.10
H -7.007 0.800 -0.799 0.07
H -6.595 2.376 -2.764 0.09
H -3.965 2.854 -3.276 0.10
H 0.423 5.399 -1.218 0.09
H 0.970 6.890 -3.105 0.08
H 1.659 5.589 -5.223 0.09
H 0.389 3.441 -5.655 0.09
H 0.139 -7.674 -7.327 0.02
N -1.050 1.306 -2.723 -0.30
C -0.559 1.636 -3.913 -0.23
C -0.223 0.616 -4.788 -0.22
C -1.328 -0.468 -4.839 -0.18
N -2.278 -1.165 -4.755 0.10
C 1.082 0.266 -5.148 -0.25
N 2.229 0.172 -5.465 0.11
C 3.215 0.479 4.389 -0.01
N 2.214 1.025 5.334 -0.10
C 2.667 1.888 6.380 -0.20
C 1.469 2.546 6.980 -0.19
C 0.358 1.635 7.421 -0.18
N 0.021 0.788 6.296 -0.11
C -1.216 0.060 6.283 -0.06
C 0.975 0.469 5.352 -0.46
O 0.669 -0.364 4.466 0.01
H 4.141 1.051 4.573 0.08
H 2.836 0.703 3.386 0.10
H 3.338 -0.617 4.544 0.10
H 3.454 2.591 6.053 0.12
H 3.156 1.194 7.147 0.14
H 1.064 3.339 6.332 0.13
H 1.867 3.035 7.877 0.11
H -0.555 2.228 7.697 0.13
H 0.670 1.033 8.316 0.13
H -1.386 -0.238 5.237 0.09
H -2.063 0.715 6.621 0.09
H -1.206 -0.821 6.925 0.08
O 0.630 -0.894 -0.456 -0.43
Si 1.044 -2.402 -0.870 0.45
C 2.856 -3.102 -0.974 -0.19
C 3.145 -4.461 -1.287 -0.09
C 4.437 -4.924 -1.374 -0.12
C 5.537 -4.099 -1.144 -0.12
C 5.278 -2.772 -0.875 -0.11
C 3.958 -2.274 -0.821 -0.08
C 0.350 -3.318 0.528 -0.24
C 0.159 -2.846 1.811 -0.07
C -0.139 -3.762 2.814 -0.09
C -0.461 -5.108 2.463 -0.10
C -0.692 -5.403 1.105 -0.10
C -0.108 -4.563 0.152 -0.14
C 0.381 -3.144 -2.448 -0.22
C -0.880 -3.798 -2.524 -0.12
C -1.095 -4.719 -3.524 -0.12
C -0.093 -4.946 -4.463 -0.11
C 1.028 -4.078 -4.558 -0.07
C 1.233 -3.123 -3.557 -0.09
H 2.351 -5.189 -1.470 0.10
H 4.595 -5.971 -1.606 0.09
H 6.559 -4.458 -1.122 0.09
H 6.064 -2.054 -0.694 0.09
H 3.834 -1.195 -0.715 0.11
H 0.285 -1.785 2.091 0.11
H -0.222 -3.409 3.856 0.10
H -0.541 -5.912 3.208 0.08
H -1.123 -6.302 0.646 0.09
H 0.011 -4.941 -0.844 0.07
H -1.645 -3.689 -1.770 0.11
H -2.074 -5.235 -3.615 0.11
H -0.172 -5.764 -5.171 0.06
H 1.698 -4.171 -5.388 0.09
H 2.106 -2.518 -3.582 0.10
O 1.818 1.322 -1.916 -0.49
```

=====

Here is a molecular structure, C47H42MnO5P3 from the Open Molecules 2025 dataset. Energies are from the ωB97M-V functional and the def2-TZVPD basis.

Properties
strongest force on any atom	0.014	hartree/bohr
highest occupied orbital energy (alpha / beta)	-12.40 / -12.41	eV
frontier orbital gap (alpha / beta)	5.5409 / 6.8502	eV
E_tot	-4367.0771	a.u.
energy relative to the best compared isomer or geometry (same formula, charge and spin)	5.4	kJ/mol
charge	+2
multiplicity	5

Structure (XYZ):
```
98
Properties=species:S:1:pos:R:3:lowdin_charge:R:1
Mn 1.316 -0.676 1.026 0.61
O 2.354 -2.554 0.416 -0.15
C 1.755 -3.250 -0.641 -0.24
C 2.493 -3.916 -1.601 0.01
C 1.824 -4.643 -2.575 -0.03
C 0.440 -4.719 -2.580 -0.04
C -0.285 -4.008 -1.639 -0.07
C 0.358 -3.226 -0.677 -0.28
P -0.588 -2.166 0.452 1.11
C -1.626 -3.321 1.381 -0.35
C -1.189 -4.632 1.580 -0.11
C -1.957 -5.518 2.316 -0.05
C -3.168 -5.104 2.856 -0.05
C -3.612 -3.806 2.651 -0.05
C -2.846 -2.912 1.916 -0.08
C -1.678 -1.058 -0.473 -0.35
C -2.284 -0.039 0.263 -0.12
C -3.142 0.856 -0.356 -0.05
C -3.384 0.751 -1.718 -0.05
C -2.765 -0.246 -2.459 -0.05
C -1.913 -1.149 -1.843 -0.06
C 3.679 -2.757 0.816 -0.28
C 4.174 -4.042 0.967 -0.01
C 5.471 -4.217 1.420 -0.03
C 6.260 -3.116 1.724 -0.04
C 5.740 -1.840 1.597 -0.05
C 4.429 -1.630 1.158 -0.27
P 3.646 0.009 1.023 1.12
C 4.216 0.744 -0.518 -0.33
C 3.831 2.058 -0.789 -0.08
C 4.212 2.654 -1.977 -0.05
C 4.975 1.945 -2.897 -0.05
C 5.352 0.637 -2.631 -0.05
C 4.967 0.028 -1.445 -0.07
C 4.093 1.173 2.331 -0.36
C 5.395 1.427 2.766 -0.06
C 5.630 2.404 3.719 -0.05
C 4.578 3.155 4.226 -0.04
C 3.286 2.933 3.774 -0.06
C 3.042 1.943 2.833 -0.14
H 3.573 -3.880 -1.594 0.13
H 2.398 -5.166 -3.327 0.12
H -0.072 -5.318 -3.319 0.12
H -1.366 -4.062 -1.641 0.13
H -0.265 -4.976 1.130 0.11
H -1.620 -6.536 2.455 0.12
H -3.772 -5.798 3.425 0.12
H -4.564 -3.488 3.053 0.12
H -3.216 -1.909 1.745 0.10
H -2.076 0.071 1.324 0.11
H -3.613 1.639 0.223 0.12
H -4.049 1.451 -2.205 0.12
H -2.943 -0.321 -3.523 0.12
H -1.420 -1.901 -2.442 0.10
H 3.551 -4.894 0.731 0.14
H 5.864 -5.218 1.535 0.12
H 7.277 -3.252 2.063 0.12
H 6.368 -0.997 1.835 0.10
H 3.247 2.619 -0.067 0.11
H 3.918 3.673 -2.184 0.12
H 5.279 2.416 -3.822 0.12
H 5.950 0.088 -3.346 0.11
H 5.261 -0.995 -1.248 0.10
H 6.238 0.890 2.360 0.10
H 6.640 2.589 4.057 0.12
H 4.769 3.923 4.963 0.12
H 2.467 3.531 4.150 0.12
H 2.030 1.785 2.474 0.08
C 2.534 -0.739 4.590 -0.22
P 1.322 -1.370 3.399 0.81
C 1.552 -3.164 3.526 -0.21
C -0.290 -1.020 4.150 -0.22
H 2.395 -1.278 5.530 0.07
H 2.401 0.327 4.762 0.05
H 3.547 -0.909 4.226 0.05
H 1.345 -3.483 4.549 0.07
H 2.586 -3.411 3.282 0.05
H 0.887 -3.694 2.850 0.02
H -0.286 -1.329 5.196 0.07
H -1.071 -1.568 3.620 0.03
H -0.503 0.047 4.095 0.06
O 0.566 1.314 0.598 -0.06
C 0.690 0.971 -0.612 -0.57
O 1.216 -0.204 -0.825 -0.15
C 0.323 1.816 -1.732 -0.15
C 0.548 1.370 -3.031 0.00
C 0.183 2.145 -4.128 0.04
C -0.403 3.361 -3.856 -0.20
O -0.842 4.278 -4.737 0.07
C -1.356 5.377 -3.970 -0.09
O -1.224 5.030 -2.589 0.05
C -0.626 3.810 -2.554 -0.20
C -0.274 3.067 -1.467 0.09
H 1.012 0.406 -3.182 0.12
H 0.350 1.818 -5.144 0.13
H -2.408 5.522 -4.212 0.14
H -0.766 6.269 -4.182 0.15
H -0.448 3.400 -0.454 0.14
```